23
Properties=species:S:1:pos:R:3:lowdin_charge:R:1 method="wB97M-V/def2-TZVPD" orbital_gap_ev=7.542 energy_ev=-20477.1847 molar_mass_g_mol=182.30 de_lowest_kj_mol=132.8 spin_multiplicity=1 e_lumo_ev=-0.261 charge=0
Si -1.586 1.632 -1.248 0.7029
C -2.853 0.696 -0.549 -0.2978
C -3.834 -0.045 -0.143 -0.2158
C -3.715 -1.268 0.661 -0.0952
C -2.512 -1.670 1.134 -0.1192
C -1.247 -1.089 0.877 -0.0259
C -0.019 -0.987 0.750 0.0291
C 1.261 -0.420 0.524 -0.2647
C 1.612 -0.215 -0.865 -0.0607
C 2.862 0.172 -1.299 -0.1087
C 3.714 0.663 -0.353 -0.1151
C 3.403 0.618 1.005 -0.0553
C 2.223 -0.060 1.393 -0.0498
H -1.095 1.386 -2.607 -0.1129
H -0.594 2.825 -0.934 -0.0674
H -4.825 0.010 -0.421 0.0691
H -4.582 -1.868 0.878 0.0966
H -2.500 -2.568 1.781 0.1185
H 0.745 -0.419 -1.571 0.1107
H 3.064 0.262 -2.454 0.1468
H 4.620 1.187 -0.697 0.1104
H 3.920 1.219 1.703 0.0897
H 1.939 -0.059 2.435 0.1146

---

32
Properties=species:S:1:pos:R:3:lowdin_charge:R:1 method="wB97M-V/def2-TZVPD" orbital_gap_ev=6.806 smiles="C[C@@H](Br)[C@H](Br)OC(=O)c1c(OC#N)c[nH+]c(CC=O)c1O" energy_ev=-165915.6391 molar_mass_g_mol=423.04 spin_multiplicity=1 e_lumo_ev=-5.567 charge=+1
C -0.907 -1.407 1.923 -0.1094
C -1.243 -2.320 0.732 -0.7606
Br -1.440 -4.152 1.353 0.7437
C -2.500 -1.810 0.041 -0.7272
Br -3.439 -3.019 -1.135 0.7905
O -2.195 -0.578 -0.631 -0.0290
C -1.283 -0.558 -1.617 -0.4250
O -1.438 -0.992 -2.711 0.2122
C 0.019 0.152 -1.266 0.1003
C 1.218 -0.321 -1.804 -0.1367
O 1.284 -1.393 -2.668 0.1192
C 0.960 -2.545 -2.139 -0.2752
N 0.674 -3.555 -1.675 0.2507
C 2.406 0.281 -1.503 0.0924
N 2.399 1.356 -0.701 0.1785
C 1.291 1.898 -0.169 -0.0959
C 1.430 3.136 0.661 -0.0310
C 0.498 3.123 1.859 -0.2239
O 0.426 2.151 2.560 0.0925
C 0.070 1.283 -0.447 -0.1726
O -1.057 1.878 -0.007 0.1125
H -0.553 -1.994 2.763 0.0635
H -1.765 -0.816 2.239 0.0890
H -0.082 -0.736 1.669 0.0662
H -0.401 -2.368 0.044 0.0361
H -3.226 -1.529 0.794 0.1032
H 3.349 -0.078 -1.886 0.1720
H 3.288 1.791 -0.484 0.1941
H 1.291 4.025 0.045 0.1471
H 2.446 3.173 1.061 0.1431
H -0.098 4.022 2.057 0.1450
H -1.287 1.568 0.884 0.1346

---

30
Properties=species:S:1:pos:R:3:lowdin_charge:R:1 method="wB97M-V/def2-TZVPD" orbital_gap_ev=5.472 energy_ev=-103179.8174 molar_mass_g_mol=345.19 spin_multiplicity=1 e_lumo_ev=2.571 charge=-1
C -0.479 1.962 2.457 -0.0404
N -0.418 0.556 2.164 -0.0422
C -1.545 -0.283 2.242 -0.5064
O -2.675 0.123 2.519 -0.0279
C -1.017 -1.594 1.877 -0.0790
C 0.339 -1.604 1.404 -0.3290
C 0.726 -0.107 1.763 -0.3803
O 1.829 0.401 1.741 0.0190
H 0.523 2.382 2.501 0.0755
H -1.035 2.516 1.692 0.0850
H -0.996 2.132 3.405 0.0845
H -1.661 -2.468 1.879 0.0737
H 1.077 -2.326 1.872 0.1225
Br 2.657 -1.767 -0.603 0.6472
C 0.744 -2.131 -0.042 -0.5343
S 0.784 -4.084 -0.353 0.6677
C 2.272 -4.906 -1.117 -0.3159
C 2.528 -4.803 -2.503 -0.0832
C 3.556 -5.586 -3.055 -0.0843
C 4.324 -6.410 -2.208 -0.0924
C 4.134 -6.406 -0.810 -0.0790
C 3.106 -5.624 -0.254 -0.0736
O 0.561 -4.613 0.990 -0.3468
O -0.206 -4.276 -1.394 -0.3576
H 0.111 -1.823 -0.864 0.0569
H 1.957 -4.111 -3.144 0.1188
H 3.763 -5.533 -4.136 0.1052
H 5.126 -7.015 -2.645 0.0967
H 4.779 -6.979 -0.133 0.1023
H 2.919 -5.554 0.829 0.1172

---

27
Properties=species:S:1:pos:R:3:lowdin_charge:R:1 method="wB97M-V/def2-TZVPD" orbital_gap_ev=7.268 smiles="[NH3+]C1=C2N=CC=C[C@@]2(c2ccccc2)N=N1" energy_ev=-18571.2609 molar_mass_g_mol=211.25 de_lowest_kj_mol=330.0 spin_multiplicity=1 e_lumo_ev=-4.775 charge=+1
N 3.978 0.870 -0.866 0.3158
C 2.613 0.802 -0.319 -0.1636
C 1.679 -0.215 -0.365 -0.1358
N 1.976 -1.522 -0.469 0.1093
C 1.249 -2.342 0.206 -0.0928
C 0.605 -1.856 1.412 -0.0285
C 0.403 -0.514 1.553 0.0370
C 0.450 0.389 0.348 -0.2872
C -1.173 0.276 -0.069 -0.1053
C -1.795 -0.782 -0.686 -0.0459
C -3.114 -0.624 -1.082 -0.0305
C -3.900 0.470 -0.563 -0.0640
C -3.282 1.394 0.142 -0.1131
C -1.916 1.392 0.311 -0.0446
N 0.795 1.753 0.516 0.0773
N 1.962 1.958 0.195 0.0834
H 4.110 0.001 -1.237 0.1273
H 4.558 1.100 -0.132 0.1461
H 4.031 1.516 -1.686 0.2124
H 1.132 -3.453 -0.126 0.1647
H 0.599 -2.480 2.220 0.0836
H 0.300 0.035 2.514 0.1560
H -1.278 -1.720 -0.935 0.1207
H -3.669 -1.310 -1.662 0.0951
H -4.971 0.304 -0.692 0.1213
H -3.789 2.231 0.665 0.1319
H -1.556 2.325 0.807 0.1293

---

32
Properties=species:S:1:pos:R:3:lowdin_charge:R:1 method="wB97M-V/def2-TZVPD" orbital_gap_ev=8.724 smiles="Cc1cc(NC(=O)CSc2n[nH]c(-c3cccs3)n2)no1" energy_ev=-45837.7093 molar_mass_g_mol=321.39 spin_multiplicity=1 e_lumo_ev=0.231 charge=0
C 3.260 -1.891 -2.394 -0.0018
C 2.859 -0.801 -1.473 -0.3160
C 1.903 0.168 -1.562 0.0376
C 2.057 0.895 -0.352 -0.3059
N 1.359 1.995 0.090 0.1324
C 0.245 2.508 -0.503 -0.5676
O -0.175 2.176 -1.583 0.0629
C -0.383 3.665 0.265 -0.3564
S -0.367 3.494 2.081 0.9659
C -1.059 1.906 2.176 -0.6951
N -1.485 1.342 3.287 0.0557
N -1.893 0.127 2.876 0.0690
C -1.697 0.004 1.541 -0.3305
C -1.992 -1.145 0.748 -0.4526
C -2.634 -2.303 1.112 -0.1178
C -2.740 -3.213 0.047 -0.1851
C -2.178 -2.739 -1.100 -0.3997
S -1.511 -1.171 -0.914 1.0905
N -1.170 1.126 1.083 0.1264
N 3.023 0.388 0.380 0.1021
O 3.526 -0.666 -0.313 -0.0028
H 4.269 -1.715 -2.765 0.0887
H 3.258 -2.845 -1.871 0.0875
H 2.573 -1.933 -3.233 0.0853
H 1.192 0.356 -2.336 0.0995
H 1.624 2.327 1.009 0.1170
H -1.413 3.784 -0.071 0.0904
H 0.171 4.582 0.057 0.0889
H -2.267 -0.530 3.540 0.1587
H -3.020 -2.490 2.098 0.1075
H -3.212 -4.175 0.130 0.1023
H -2.123 -3.228 -2.052 0.0630

---

25
Properties=species:S:1:pos:R:3:lowdin_charge:R:1 method="wB97M-V/def2-TZVPD" orbital_gap_ev=9.201 energy_ev=-16151.8000 molar_mass_g_mol=185.23 de_lowest_kj_mol=789.6 spin_multiplicity=1 e_lumo_ev=0.385 charge=0
C -2.131 2.108 0.618 -0.0170
C -2.148 0.623 0.234 -0.2566
C -3.362 0.061 0.207 -0.1120
C -3.557 -1.184 -0.304 -0.0867
C -1.266 -1.537 -0.607 -0.0759
C -1.072 -0.023 -0.405 -0.1011
C 1.386 0.203 -0.357 -0.2194
C 2.606 0.718 -0.997 -0.0575
C 3.921 0.350 -0.651 -0.0819
C 3.867 -0.912 0.339 -0.1249
C 2.713 -1.190 0.984 -0.1749
C 1.385 -0.769 0.626 -0.0365
H -1.838 2.559 -0.305 0.0832
H -3.203 2.298 0.932 0.0776
H -1.675 2.389 1.517 0.0611
H -4.371 0.947 0.182 0.2089
H -4.468 -1.715 -0.288 0.0732
H -0.394 -2.088 -0.921 0.0998
H 2.883 1.378 -2.076 0.1763
H 4.678 0.947 -1.170 0.0790
H 5.052 -0.698 1.171 0.1966
H 2.925 -2.078 1.788 0.1476
H 0.405 -0.965 0.976 0.0856
N -2.472 -2.179 -0.657 0.0763
O 0.138 0.757 -0.837 -0.0206

---

24
Properties=species:S:1:pos:R:3:lowdin_charge:R:1 method="wB97M-V/def2-TZVPD" orbital_gap_ev=9.538 smiles=c1ccccc1.c1ccccc1 energy_ev=-12634.9663 molar_mass_g_mol=156.23 de_lowest_kj_mol=382.3 spin_multiplicity=1 e_lumo_ev=0.972 charge=0
C -1.355 -1.211 -0.763 -0.1516
C -1.223 0.028 -1.339 -0.1326
C -1.809 1.330 -0.908 -0.0506
C -2.559 1.116 0.321 -0.1154
C -2.836 -0.168 0.830 -0.1228
C -2.251 -1.312 0.297 -0.1229
H -1.192 -2.103 -1.577 0.1631
H -0.403 0.101 -2.128 0.1031
H -1.868 2.311 -1.481 0.1114
H -2.596 2.178 0.805 0.1236
H -3.269 -0.147 1.816 0.0893
H -2.587 -2.268 0.739 0.1066
C 2.257 -1.106 -0.499 -0.1575
C 2.455 0.127 -1.058 -0.0975
C 2.188 1.283 -0.183 -0.0606
C 1.566 1.135 1.133 -0.1176
C 1.217 -0.064 1.561 -0.1003
C 1.702 -1.159 0.750 -0.1001
H 2.493 -2.032 -0.965 0.0932
H 3.021 0.123 -2.022 0.1099
H 2.782 2.117 -0.613 0.0935
H 1.588 2.190 1.553 0.1228
H 0.863 -0.257 2.521 0.0849
H 1.815 -2.213 1.211 0.1281

---

24
Properties=species:S:1:pos:R:3:lowdin_charge:R:1 method="wB97M-V/def2-TZVPD" orbital_gap_ev=9.465 smiles=c1ccccc1.c1ccccc1 energy_ev=-12637.6111 molar_mass_g_mol=156.23 de_lowest_kj_mol=127.1 spin_multiplicity=1 e_lumo_ev=1.025 charge=0
C 1.155 1.315 -0.826 -0.1073
C 0.786 0.157 -1.534 -0.0985
C 1.145 -1.116 -1.070 -0.0854
C 2.005 -1.227 0.040 -0.0966
C 2.407 -0.096 0.741 -0.0967
C 1.903 1.158 0.345 -0.1173
H 0.855 2.323 -1.186 0.1196
H 0.181 0.295 -2.419 0.1012
H 0.795 -1.971 -1.598 0.0954
H 2.316 -2.159 0.366 0.0759
H 2.977 -0.165 1.668 0.1028
H 2.176 2.016 0.942 0.0969
C -1.948 1.225 -0.140 -0.1246
C -2.262 0.052 -0.830 -0.1318
C -1.989 -1.170 -0.257 -0.1182
C -1.227 -1.311 0.957 -0.0875
C -0.747 -0.117 1.552 -0.0824
C -1.124 1.145 0.958 -0.1207
H -2.354 2.168 -0.512 0.1075
H -2.709 0.006 -1.830 0.1080
H -2.231 -2.167 -0.743 0.1180
H -0.932 -2.297 1.325 0.1018
H -0.274 -0.183 2.565 0.1157
H -0.907 2.121 1.485 0.1239